(1)
2 unconnected molecules or ions with the total composition C2H5O2S2 at a distorted geometry. Source: the OMol25 dataset; level of theory: the ωB97M-V functional and the def2-TZVPD basis.

Structure (XYZ):
```
11
Properties=species:S:1:pos:R:3
C 0.568 -0.747 0.518
S 2.116 -0.142 1.319
S 2.319 1.725 0.336
H -0.286 -0.251 0.953
H 0.577 -1.827 0.658
H 0.764 -0.577 -0.533
H 3.353 1.311 -0.376
O -1.890 -1.035 -0.905
C -2.354 0.104 -0.711
O -2.964 0.578 0.275
H -2.203 0.862 -1.532
```

Values from the calculation:
Frontier orbital gap   6.894 eV
M   125.19 Da
Charge   -1
E_tot   -1026.1087 hartree
HOMO energy   -4.05 eV
Energy relative to the best compared isomer or geometry (same formula, charge and spin)   76.4 kJ/mol
Lowest unoccupied orbital energy   2.85 eV

(2)
A molecular structure, C49H31CrF15GeN2O2PS2 at a distorted geometry. Source: the OMol25 dataset; level of theory: the ωB97M-V functional and the def2-TZVPD basis.

Structure (XYZ):
```
104
Properties=species:S:1:pos:R:3
Cr -1.084 0.639 -1.418
N -0.962 3.397 -2.444
P -0.281 2.846 -0.959
C 1.442 3.376 -0.974
C 1.684 4.744 -1.157
C 2.982 5.205 -1.262
C 4.045 4.311 -1.182
C 3.810 2.960 -0.990
C 2.508 2.486 -0.885
C -1.119 3.846 0.268
C -2.489 4.092 0.135
C -3.157 4.807 1.116
C -2.468 5.256 2.239
C -1.110 5.004 2.375
C -0.430 4.301 1.391
C -0.727 2.592 -3.555
C -0.479 3.110 -4.820
C -0.261 2.235 -5.863
C -0.276 0.861 -5.629
C -0.507 0.421 -4.353
N -0.749 1.265 -3.328
H -0.938 4.394 -2.626
H 0.861 5.450 -1.198
H 3.167 6.262 -1.398
H 5.060 4.676 -1.262
H 4.638 2.267 -0.924
H 2.333 1.432 -0.726
H -3.020 3.738 -0.739
H -4.212 5.017 1.007
H -2.993 5.809 3.006
H -0.577 5.366 3.243
H 0.630 4.108 1.500
H -0.443 4.181 -4.966
H -0.055 2.619 -6.854
H -0.093 0.150 -6.421
H -0.487 -0.633 -4.109
F -2.111 -1.240 -1.995
C -2.017 -2.440 -2.677
C -0.873 -3.193 -2.576
C -0.898 -4.409 -3.245
F 0.147 -5.233 -3.169
C -1.993 -4.829 -3.984
F -1.979 -5.991 -4.610
C -3.117 -4.020 -4.062
F -4.167 -4.402 -4.762
C -3.134 -2.806 -3.395
F -4.200 -2.010 -3.449
Ge 0.654 -2.687 -1.438
S 0.909 -0.499 -1.355
C 0.340 -3.368 0.366
C 1.323 -3.107 1.311
F 2.415 -2.428 0.940
C 1.217 -3.515 2.624
F 2.169 -3.250 3.508
C 0.078 -4.202 3.021
F -0.056 -4.578 4.281
C -0.925 -4.479 2.106
F -2.020 -5.118 2.496
C -0.781 -4.059 0.794
F -1.790 -4.322 -0.050
C 2.281 -3.376 -2.241
C 2.647 -2.896 -3.489
F 1.843 -2.017 -4.121
C 3.790 -3.308 -4.140
F 4.105 -2.829 -5.338
C 4.607 -4.247 -3.527
F 5.706 -4.656 -4.133
C 4.264 -4.763 -2.288
F 5.042 -5.667 -1.710
C 3.105 -4.331 -1.667
F 2.795 -4.877 -0.488
O -1.789 0.330 0.416
S -2.060 -0.046 1.885
C -1.458 1.346 2.864
C -1.871 1.163 4.297
C -3.176 1.465 4.682
C -3.569 1.315 6.001
C -2.658 0.863 6.948
C -1.356 0.567 6.571
C -0.962 0.715 5.249
C -0.881 -1.382 2.244
C 0.557 -1.033 2.487
C 1.293 -0.274 1.580
C 2.633 -0.005 1.816
C 3.254 -0.501 2.955
C 2.529 -1.265 3.857
C 1.186 -1.526 3.626
H -1.969 2.195 2.407
H -0.381 1.439 2.729
H -3.887 1.822 3.944
H -4.581 1.557 6.294
H -2.963 0.749 7.979
H -0.644 0.225 7.310
H 0.060 0.500 4.962
H -1.003 -2.007 1.354
H -1.317 -1.911 3.093
H 0.823 0.090 0.673
H 3.198 0.578 1.099
H 4.301 -0.298 3.134
H 3.008 -1.664 4.742
H 0.623 -2.120 4.337
O -3.152 1.294 -1.706
H -3.779 0.907 -1.080
H -3.627 1.478 -2.526
```

Values from the calculation:
Frontier orbital gap (spin up / spin down)   6.371 / 7.152 eV
Spin multiplicity   4
M   1184.48 Da
Charge   +2
E_tot   -7902.3709 hartree
HOMO energy (spin up / spin down)   -12.95 / -12.95 eV
Energy relative to the best compared isomer or geometry (same formula, charge and spin)   324.8 kJ/mol
Lowest unoccupied orbital energy (spin up / spin down)   -6.58 / -5.79 eV

(3)
A molecular structure, C6H5F3S at a distorted geometry. Source: the OMol25 dataset; level of theory: the ωB97M-V functional and the def2-TZVPD basis.

Structure (XYZ):
```
15
Properties=species:S:1:pos:R:3
C -0.319 2.291 -0.639
C -0.692 0.944 -0.661
C 0.762 2.484 0.201
C -0.070 0.179 0.282
C -0.267 -1.195 0.690
C 0.470 -2.205 -0.172
F -1.691 -1.469 0.722
F 0.061 -2.181 -1.448
F 0.253 -3.458 0.240
S 1.176 1.060 1.095
H -0.768 3.002 -1.195
H -1.506 0.403 -1.243
H 1.165 3.498 0.301
H -0.020 -1.543 1.982
H 1.446 -1.811 -0.154
```

Values from the calculation:
Frontier orbital gap   9.832 eV
M   166.17 Da
Charge   0
E_tot   -929.3538 hartree
HOMO energy   -9.31 eV
Energy relative to the best compared isomer or geometry (same formula, charge and spin)   40.5 kJ/mol
Lowest unoccupied orbital energy   0.52 eV

(4)
4 unconnected molecules or ions with the total composition C4H17NO3 at a distorted geometry. Source: the OMol25 dataset; level of theory: the ωB97M-V functional and the def2-TZVPD basis.

Structure (XYZ):
```
25
Properties=species:S:1:pos:R:3
C 1.311 0.689 2.620
C 0.839 0.339 1.199
C 0.246 -1.069 1.149
N -0.642 -1.200 -0.006
C -1.080 -2.598 -0.180
H 0.507 1.044 3.260
H 1.737 -0.207 3.070
H 2.121 1.416 2.677
H -0.047 0.953 0.974
H 1.628 0.552 0.482
H 1.021 -1.815 0.965
H -0.242 -1.274 2.098
H -1.429 -0.595 0.221
H -2.064 -2.612 -0.629
H -0.446 -3.051 -0.952
H -1.136 -3.127 0.776
H 1.410 0.836 -2.975
H 2.876 0.700 -2.759
O 2.214 1.373 -2.963
H -0.440 3.671 -0.425
H -1.251 2.498 0.170
O -1.350 3.340 -0.306
H -1.230 0.323 -2.559
H -2.695 -0.143 -2.719
O -1.858 -0.044 -3.188
```

Values from the calculation:
Frontier orbital gap   9.952 eV
M   127.18 Da
Charge   0
E_tot   -443.0365 hartree
HOMO energy   -9.45 eV
SMILES string   CCCNC.O.O.O
Energy relative to the best compared isomer or geometry (same formula, charge and spin)   107.1 kJ/mol
Lowest unoccupied orbital energy   0.50 eV